Molecular formula: C6H13O3Zn
Method: DFT, ωB97M-V with the def2-TZVPD basis set

Positions of all 23 atoms, in Å:
C 2.8595 1.4606 0.2326
O 1.7002 0.7512 -0.1770
C 1.5287 -0.5546 0.3950
C 0.2967 -1.1308 -0.2641
O -0.3209 -2.1054 0.5328
C -1.6838 -2.1396 0.1444
C -2.1900 -0.7194 0.3490
O -1.0481 0.1055 0.1084
H 2.7909 2.4637 -0.2010
H 2.8850 1.5295 1.3290
H 3.7564 0.9441 -0.1364
H 1.3913 -0.4579 1.4828
H 2.4206 -1.1455 0.1434
H 0.6006 -1.6809 -1.1738
H -2.2098 -2.8325 0.8108
H -1.7949 -2.4199 -0.9154
H -2.4344 -0.5253 1.4020
H -3.0237 -0.4708 -0.3176
Zn -0.0177 1.1942 -1.0420
C -1.5252 2.2374 0.3169
H -1.3111 2.1830 1.3948
H -1.2530 3.2870 0.1193
H -2.5718 2.2206 -0.0267

The value obtained for the strongest force on any atom is 4.3 eV Å⁻¹. For the LUMO energy (spin up / spin down), the calculation gives -4.7 / -4.7 eV. As for the total charge: +1. For the frontier orbital gap (spin up / spin down), the calculation gives 7.174 / 7.177 eV. The value obtained for the HOMO energy (spin up / spin down) is -11.8 / -11.8 eV.